Computed, not measured: a molecular structure, C22H68F6N4O10P at a distorted geometry, with the ωB97M-V functional and the def2-TZVPD basis.

Results
Frontier orbital gap ... 8.901 eV
Max |F| ... 14.06 eV/Å
HOMO energy ... -6.309 eV
Multiplicity ... 1
Net charge ... -1
LUMO level ... 2.6 eV

CARTESIAN COORDINATES (ANGSTROEM)
P  -17.52900  -24.09164  -4.38914
F  -18.03669  -23.29357  -3.06513
F  -18.37898  -25.45594  -4.04943
F  -17.06628  -24.86716  -5.75151
F  -18.86099  -23.61042  -5.26484
F  -16.23627  -24.67551  -3.62367
F  -16.67246  -22.74371  -4.76688
O  -19.83442  -20.61151  -4.53032
O  -15.41145  -22.48788  -6.57335
O  -22.69785  -22.16847  -4.84485
O  -16.70021  -22.97434  -0.02075
O  -18.39735  -26.39016  -5.84330
O  -15.57300  -27.13361  -7.24504
O  -14.74653  -26.61874  -3.89683
O  -16.50382  -21.38523  -1.31892
O  -17.53570  -22.31400  -6.61512
O  -16.95656  -28.34905  -1.70985
N  -20.67159  -24.65546  -6.75518
N  -20.15080  -19.17629  -7.06124
N  -12.95567  -27.75677  -6.36895
N  -14.55409  -23.24273  -3.93170
C  -13.76275  -22.12755  -1.90425
C  -19.87578  -21.28288  -8.26713
C  -16.15550  -21.89904  -2.66191
C  -17.45401  -27.45390  -3.93190
C  -20.21231  -20.60401  -6.93369
C  -17.04642  -24.05652  -0.83018
C  -13.71306  -28.68776  -7.22801
C  -16.78078  -26.67011  -6.65648
C  -13.25530  -30.14846  -6.96781
C  -14.63056  -24.64198  -7.38315
C  -17.13284  -27.15707  -2.44834
C  -18.53041  -23.94736  -1.12495
C  -15.61997  -23.87981  -6.51258
C  -19.58447  -21.47772  -3.41226
C  -21.61834  -22.64492  -5.72305
C  -14.95866  -22.84571  -2.58930
C  -22.68359  -20.74114  -4.72549
C  -15.20508  -28.49652  -7.03219
C  -21.77503  -24.94792  -4.48409
C  -19.36470  -21.12514  -5.75944
C  -21.73343  -24.16970  -5.87437
C  -17.77408  -20.72567  -1.24395
H  -13.56103  -24.48762  -7.24034
H  -23.61561  -20.28103  -4.39725
H  -22.37554  -20.22938  -5.63725
H  -17.76775  -20.22110  -0.27779
H  -16.73205  -24.96170  -0.31064
H  -16.05596  -28.61380  -1.91086
H  -20.42143  -18.80061  -6.16363
H  -14.33749  -25.89741  -3.41869
H  -18.59598  -21.42460  -1.39908
H  -17.54568  -26.52022  -4.48682
H  -19.29668  -22.21268  -5.78612
H  -16.58595  -22.43316  -6.61799
H  -21.26405  -20.78143  -6.70907
H  -21.70717  -26.02209  -4.65629
H  -15.20487  -23.66934  -1.91914
H  -19.14395  -23.57344  -0.30528
H  -18.84971  -21.12183  -8.59780
H  -19.71499  -24.42648  -6.52584
H  -13.50513  -26.94324  -6.60634
H  -21.68580  -22.14676  -6.69020
H  -14.40237  -22.43761  -4.52235
H  -12.07770  -27.58083  -6.83619
H  -15.46586  -24.10361  -5.45699
H  -13.88584  -21.96256  -0.83387
H  -16.63660  -27.97868  -4.42642
H  -13.32007  -30.45923  -5.92506
H  -18.55219  -21.81206  -3.30873
H  -16.41308  -22.22543  -0.54827
H  -17.60991  -27.03756  -7.26116
H  -18.74617  -23.25941  -1.94242
H  -18.26444  -25.84621  -5.06696
H  -15.81437  -29.17670  -7.62735
H  -14.51476  -22.30996  -6.28029
H  -19.17041  -18.93870  -7.01128
H  -16.82574  -26.97241  -5.61021
H  -14.82057  -24.48843  -8.44542
H  -22.71168  -24.35836  -6.31656
H  -18.12703  -25.83481  -6.57457
H  -15.48289  -28.63792  -5.98772
H  -12.22258  -30.20964  -7.31109
H  -15.63710  -26.31535  -4.07311
H  -14.78438  -25.70085  -7.17518
H  -20.71478  -25.66347  -6.70888
H  -17.86396  -23.01607  -6.05336
H  -20.64531  -22.49303  -5.25590
H  -20.01034  -22.36314  -8.21193
H  -16.23298  -26.54634  -2.37514
H  -21.86929  -20.52499  -4.03389
H  -16.02279  -20.96474  -3.20740
H  -17.97862  -26.57057  -2.08949
H  -18.77812  -24.92765  -1.53209
H  -13.42815  -28.47965  -8.25933
H  -22.73251  -24.71104  -4.02018
H  -17.03159  -22.38711  -3.08893
H  -16.51658  -24.09166  -1.78209
H  -18.31262  -20.86042  -5.86503
H  -15.21502  -23.86008  -4.38132
H  -20.21092  -22.36682  -3.48406
H  -13.62350  -21.12168  -2.30042
H  -16.92731  -25.59320  -6.73949
H  -16.60216  -24.20564  -6.85495
H  -20.40780  -20.94721  -9.15728
H  -13.86595  -30.79024  -7.60289
H  -12.85993  -22.73133  -1.99640
H  -19.92840  -21.01145  -2.48900
H  -20.90077  -24.71518  -3.87615
H  -18.31129  -28.10422  -4.10587
H  -17.79061  -19.90685  -1.96324

Mulliken atomic charge list, values in e, 6 entries: 1.999, -1.107, -0.800, -1.346, 0.707, 0.718


Computed, not measured: a single C3H6N2O2 molecule at a distorted geometry, with the ωB97M-V functional and the def2-TZVPD basis.

Results
SMILES string ... [H]/N=C(\C=O)N(C)O
Frontier orbital gap ... 8.689 eV
Max |F| ... 6.97 eV/Å
HOMO energy ... -9.483 eV
Multiplicity ... 1
LUMO level ... -0.8 eV

CARTESIAN COORDINATES (ANGSTROEM)
O  -2.10303  -0.89599  -0.05504
O  1.90758  0.25803  -0.25611
N  0.08470  1.93719  0.23167
N  0.44028  -0.22591  -0.37872
C  0.73242  -1.62645  0.21192
C  -0.40232  0.77345  0.06959
C  -1.83548  0.38240  -0.22505
H  1.00012  -1.50908  1.24220
H  -0.25448  -2.23686  0.02593
H  1.90071  1.29099  -0.32770
H  1.80352  -1.89532  -0.35029
H  -2.66923  1.17924  -0.47036
H  -0.60479  2.56832  0.28195

natural (NBO) atomic charge list, values in e, 6 entries: -0.504, -0.617, -0.664, -0.130, -0.431, 0.292


Computed, not measured: a molecular structure, C42H52ClIN9O8S2Y at a distorted geometry, with the ωB97M-V functional and the def2-TZVPD basis.

Results
Frontier orbital gap (alpha / beta) ... 5.310 / 2.856 eV
Max |F| ... 3.73 eV/Å
HOMO energy (alpha / beta) ... -11.801 / -11.797 eV
Multiplicity ... 1
Net charge ... +2
LUMO level (alpha / beta) ... -6.5 / -8.9 eV

CARTESIAN COORDINATES (ANGSTROEM)
I  10.40673  12.42685  14.49065
Y  12.21170  15.22463  16.45872
Cl  16.02602  19.24190  13.51805
S  10.50465  17.73328  13.45861
S  14.55886  9.78172  17.62710
O  12.80948  13.57856  15.26309
O  13.75480  12.28357  13.78980
O  17.51741  19.74322  16.18032
O  15.12415  17.15168  18.89138
O  16.98854  18.74837  18.14759
O  13.70202  15.71797  17.97207
O  11.92105  13.67860  17.93621
O  7.98696  16.72046  18.90664
N  9.55585  14.72909  16.49801
N  12.05246  15.27009  11.52478
N  13.74316  16.85173  11.05372
N  13.63750  17.19566  15.75146
N  11.07232  14.32076  21.27840
N  14.00240  17.95685  14.60863
N  10.96262  17.33958  17.48016
N  13.80135  13.36528  14.32824
N  11.58043  17.94159  18.64054
C  17.06411  7.24961  12.73422
C  14.25856  16.55259  8.58063
C  16.82623  18.93973  16.83836
C  15.47849  9.87961  14.99663
C  16.14715  7.94339  16.30322
C  13.00705  19.55597  13.08398
C  10.90652  13.71405  10.10872
C  15.71848  18.21007  16.07116
C  12.24542  17.10543  13.03879
C  14.68591  17.34777  16.58222
C  16.77982  7.36517  15.20802
C  9.91553  11.93338  8.70313
C  9.84122  14.80611  21.22282
C  11.03551  19.47067  11.47705
C  15.77176  10.91641  18.32318
C  6.69278  15.52152  14.18083
C  14.51521  16.72595  17.92184
C  14.64250  16.27103  10.04646
C  7.93328  15.74460  19.96447
C  8.62606  14.72044  15.39595
C  12.68924  16.40205  11.78373
C  12.24248  19.95390  11.96203
C  13.09993  18.29447  13.56139
C  9.11806  14.36929  17.66647
C  16.67123  8.00006  13.96296
C  10.96562  13.01545  8.74839
C  10.21264  18.45440  11.93242
C  16.05954  9.23783  13.89269
C  6.72090  14.37576  13.36516
C  11.83483  14.20862  20.23605
C  9.84431  14.41674  18.88435
C  13.27587  13.93265  20.47915
C  15.07068  19.06869  8.77143
C  9.19815  14.94079  19.97945
C  15.49020  9.19701  16.23003
C  15.11450  17.72421  7.99330
C  7.60918  15.69630  15.22359
C  12.22853  14.35184  10.39702
C  7.72386  13.45466  13.55074
C  8.73547  13.63832  14.47687
C  15.26062  18.48288  14.80127
C  11.25767  14.19997  18.90276
H  10.07705  14.46363  10.10736
H  13.82312  14.61227  19.80460
H  7.77360  12.60527  12.85945
H  12.66588  20.76327  11.36055
H  17.31138  6.39121  15.32930
H  14.76742  17.89765  6.95685
H  10.17572  11.18971  9.45856
H  8.89403  12.29689  8.91943
H  12.54336  14.88963  9.51480
H  16.25708  6.53088  12.32824
H  5.88226  16.24022  14.09337
H  16.14709  17.35107  7.87914
H  7.31359  17.39265  19.17717
H  12.21354  17.20345  18.91336
H  17.93109  6.57845  12.96815
H  8.08568  14.02645  17.79405
H  10.81294  13.81572  7.96466
H  11.22526  15.20130  12.12952
H  14.90796  19.84608  8.09279
H  7.84571  16.28159  20.89591
H  7.45715  16.50073  15.95282
H  7.03636  15.08639  19.85768
H  13.15496  16.76950  8.57766
H  15.80233  10.81094  19.39159
H  16.03928  9.80038  12.97718
H  9.88326  11.41512  7.71471
H  14.40999  15.62734  8.00163
H  16.18910  7.41352  17.26005
H  9.44414  15.20193  22.19624
H  13.05434  13.66487  10.65639
H  12.38713  16.32844  13.85869
H  6.04559  14.18203  12.55558
H  14.74470  15.19896  10.19975
H  10.85055  18.03159  19.38072
H  9.99786  17.10546  17.61734
H  10.62841  20.02586  10.61434
H  17.40379  7.92329  11.94721
H  16.19198  18.19321  18.54042
H  13.70563  20.29400  13.45062
H  9.26960  18.19535  11.37858
H  13.45190  14.19647  21.52919
H  11.09815  17.99725  16.72693
H  13.84250  17.85897  11.11696
H  16.79132  10.77819  17.94608
H  15.02644  10.86425  14.90834
H  13.52634  12.87956  20.32869
H  15.54162  11.99421  18.11962
H  16.05332  19.20452  9.26137
H  11.98982  12.59504  8.44002
H  10.67017  13.06341  10.92287
H  14.28848  19.03639  9.52947
H  15.63391  16.56768  10.31076

Mulliken atomic charge list, values in e, 6 entries: 0.258, 1.242, -0.066, 0.085, 0.356, -0.728


Computed, not measured: 2 unconnected molecules or ions with the total composition C2H3N2O2 at a distorted geometry, with the ωB97M-V functional and the def2-TZVPD basis.

Results
Frontier orbital gap (alpha / beta) ... 4.909 / 6.399 eV
Max |F| ... 7.51 eV/Å
HOMO energy (alpha / beta) ... -0.813 / -3.170 eV
Multiplicity ... 3
Net charge ... -1
LUMO level (alpha / beta) ... 4.1 / 3.2 eV

CARTESIAN COORDINATES (ANGSTROEM)
O  2.86947  -0.65109  0.26885
O  -1.94680  1.88838  0.31302
N  0.96341  -0.07937  -0.61451
N  1.57175  -0.59496  0.40098
C  -0.35092  -0.56206  -0.64385
C  -1.80116  0.66890  0.34590
H  -2.31656  0.08233  1.06190
H  1.40443  0.35998  -1.42958
H  -0.39363  -1.11211  0.29729

natural (NBO) atomic charge list, values in e, 6 entries: -0.632, -0.572, -0.455, -0.136, -0.169, 0.381


Computed, not measured: 2 unconnected molecules or ions with the total composition C3H11NP at a distorted geometry, with the ωB97M-V functional and the def2-TZVPD basis.

Results
Frontier orbital gap ... 10.185 eV
Max |F| ... 5.35 eV/Å
HOMO energy ... -15.878 eV
Multiplicity ... 1
Net charge ... +1
LUMO level ... -5.7 eV

CARTESIAN COORDINATES (ANGSTROEM)
P  -1.00909  -1.07687  0.08024
N  -1.50209  0.33171  -0.27670
C  0.70466  -1.61211  0.01490
C  1.28127  2.78566  -1.36789
C  -2.06241  -2.35381  0.75644
H  -0.93169  1.10504  -0.68663
H  1.22060  1.63012  -1.31897
H  1.64070  3.07421  -0.34705
H  -1.44498  -2.89915  1.47840
H  -2.61924  -3.04979  0.12147
H  1.18869  -1.68898  1.02411
H  0.20580  3.07771  -1.73414
H  1.19846  -0.73522  -0.57998
H  0.88611  -2.56676  -0.43972
H  1.96671  3.05476  -2.05415
H  -2.75507  -1.74025  1.30416

natural (NBO) atomic charge list, values in e, 6 entries: 1.778, -0.991, -1.049, -0.827, -1.010, 0.456


Listing DFT total energy for the structures above in their given order: -75917.4016 -10278.8103 -117507.3110 -9190.6366 -14059.6440 eV.
Listing ΔE to the lowest compared entry with this formula, charge and spin for the structures above in their given order: 34.671 5.987 2.369 4.927 3.602 eV.